{"formula": "C24H15AsClF3N2O7RuS2", "method": "ωB97M-V/def2-TZVPD", "lumo_energy_ev": [4.0, 3.0], "multiplicity": 5, "gap_ha": [0.173, 0.208], "homo_energy_ev": [-0.752, -2.620], "total_charge": -2, "e_above_lowest_ev": 4.862, "symbols": ["Ru", "Cl", "C", "C", "C", "C", "O", "C", "C", "N", "C", "C", "C", "C", "C", "C", "C", "C", "N", "C", "C", "H", "H", "H", "H", "H", "H", "H", "H", "H", "H", "O", "As", "O", "O", "C", "C", "C", "C", "C", "C", "S", "O", "O", "O", "H", "H", "H", "H", "H", "S", "C", "F", "C", "F", "F"], "positions_angstrom": [[0.925, 0.034, 0.344], [2.139, 0.126, -6.868], [1.786, -0.523, -5.273], [2.693, -1.403, -4.694], [2.368, -1.924, -3.445], [1.217, -1.552, -2.780], [0.876, -2.234, -1.630], [0.316, -0.607, -3.340], [-0.857, -0.113, -2.706], [-1.014, 0.016, -1.390], [-2.254, 0.209, -0.887], [-3.404, -0.289, -1.524], [-4.667, -0.242, -0.940], [-4.858, 0.309, 0.302], [-3.758, 0.886, 0.979], [-3.917, 1.483, 2.248], [-2.859, 2.081, 2.869], [-1.634, 2.130, 2.213], [-1.480, 1.582, 1.015], [-2.477, 0.883, 0.374], [0.630, -0.140, -4.641], [3.600, -1.686, -5.209], [3.015, -2.647, -2.967], [-1.617, 0.306, -3.370], [-3.268, -0.826, -2.453], [-5.505, -0.687, -1.466], [-5.830, 0.316, 0.780], [-4.895, 1.455, 2.714], [-2.940, 2.542, 3.843], [-0.754, 2.629, 2.587], [-0.035, 0.569, -5.118], [2.924, 3.042, 1.427], [2.919, 1.826, 2.662], [4.405, 1.358, 3.146], [1.991, 0.559, 1.997], [1.877, 2.390, 4.212], [1.980, 1.449, 5.238], [1.295, 1.617, 6.432], [0.504, 2.743, 6.616], [0.405, 3.688, 5.606], [1.089, 3.525, 4.407], [0.841, 4.842, 3.128], [0.183, 5.914, 3.927], [2.277, 5.174, 2.797], [-0.312, 1.781, 0.430], [2.754, 3.938, 1.839], [2.614, 0.583, 5.093], [1.382, 0.871, 7.213], [-0.032, 2.887, 7.549], [-0.185, 4.589, 5.723], [2.861, 1.562, -2.071], [2.012, 0.886, -1.004], [2.835, -1.980, -0.549], [1.453, -1.846, -0.421], [-0.484, -0.838, 1.384], [1.103, -2.846, 0.425]]}

{"formula": "C24H15Cl2F8N3O3PdSb", "method": "ωB97M-V/def2-TZVPD", "lumo_energy_ev": [-7.0, -10.2], "multiplicity": 6, "gap_ha": [0.276, 0.161], "homo_energy_ev": [-14.526, -14.536], "total_charge": 2, "symbols": ["Pd", "F", "C", "C", "C", "C", "C", "F", "C", "C", "C", "C", "C", "C", "N", "H", "H", "H", "H", "H", "H", "Cl", "C", "C", "C", "Cl", "C", "O", "C", "C", "O", "C", "H", "H", "H", "F", "Sb", "F", "F", "F", "F", "F", "N", "C", "O", "C", "C", "C", "N", "C", "C", "H", "H", "H", "H", "H", "H"], "positions_angstrom": [[0.097, -0.246, -0.736], [5.014, -2.580, -0.811], [4.366, -1.469, -0.980], [2.996, -1.435, -0.624], [2.354, -0.265, -0.840], [2.980, 0.907, -1.336], [4.377, 0.789, -1.667], [5.006, 1.835, -2.165], [5.066, -0.371, -1.502], [2.173, 2.081, -1.461], [2.656, 3.360, -1.768], [1.771, 4.428, -1.842], [0.433, 4.191, -1.617], [0.008, 2.886, -1.313], [0.838, 1.872, -1.233], [2.525, -2.320, -0.214], [6.111, -0.454, -1.765], [3.708, 3.517, -1.939], [2.133, 5.420, -2.071], [-0.299, 4.986, -1.661], [-1.034, 2.680, -1.117], [-6.943, -0.742, -2.648], [-5.458, -0.270, -2.005], [-5.401, 0.367, -0.762], [-4.185, 0.737, -0.250], [-4.077, 1.509, 1.258], [-2.936, 0.458, -0.954], [-1.858, 0.777, -0.399], [-3.050, -0.171, -2.256], [-1.889, -0.395, -3.125], [-0.730, -0.140, -2.845], [-4.276, -0.516, -2.749], [-6.310, 0.563, -0.210], [-2.117, -0.791, -4.124], [-4.366, -0.984, -3.722], [0.587, -2.312, -1.948], [-0.471, -3.564, -0.898], [-1.501, -1.901, -0.619], [-1.513, -3.917, -2.403], [-1.579, -4.467, 0.286], [0.763, -4.921, -1.184], [0.569, -2.885, 0.554], [-0.099, -1.322, 6.370], [0.386, -0.244, 5.721], [0.852, 0.739, 6.251], [0.315, -0.284, 4.211], [1.407, 0.199, 3.500], [1.336, 0.254, 2.127], [0.239, -0.109, 1.447], [-0.813, -0.573, 2.129], [-0.811, -0.677, 3.508], [-0.060, -1.327, 7.377], [-0.377, -2.160, 5.892], [2.288, 0.544, 4.023], [2.169, 0.626, 1.547], [-1.675, -0.870, 1.549], [-1.693, -1.046, 4.014]]}

{"formula": "C24H15Cl2N2O6OsS", "method": "ωB97M-V/def2-TZVPD", "lumo_energy_ev": [-3.7, -5.9], "multiplicity": 5, "gap_ha": [0.277, 0.209], "homo_energy_ev": [-11.270, -11.596], "total_charge": 1, "symbols": ["Os", "Cl", "C", "C", "C", "Cl", "C", "C", "C", "C", "N", "C", "C", "O", "H", "H", "H", "H", "C", "C", "O", "C", "C", "C", "C", "C", "C", "O", "H", "H", "H", "H", "H", "H", "H", "O", "S", "O", "N", "C", "O", "C", "C", "C", "C", "C", "C", "H", "H", "H", "H"], "positions_angstrom": [[-0.759, -0.251, 0.326], [1.717, -3.749, 2.842], [2.213, -2.130, 2.805], [3.387, -1.729, 3.409], [3.794, -0.405, 3.353], [5.258, 0.027, 4.101], [3.020, 0.603, 2.676], [3.398, 1.945, 2.538], [2.591, 2.793, 1.820], [1.411, 2.302, 1.256], [1.032, 1.042, 1.396], [1.826, 0.210, 2.081], [1.393, -1.180, 2.108], [0.337, -1.530, 1.522], [3.999, -2.458, 3.921], [4.322, 2.297, 2.977], [2.861, 3.830, 1.676], [0.765, 2.938, 0.664], [-3.945, 0.491, 3.183], [-3.239, 0.513, 1.863], [-2.099, -0.010, 1.857], [-3.845, 1.092, 0.691], [-5.195, 1.514, 0.754], [-5.818, 2.077, -0.325], [-5.095, 2.251, -1.514], [-3.783, 1.858, -1.608], [-3.141, 1.270, -0.516], [-1.858, 0.942, -0.696], [-3.256, 0.157, 3.951], [-4.787, -0.203, 3.142], [-4.338, 1.476, 3.432], [-5.749, 1.376, 1.671], [-6.852, 2.384, -0.262], [-5.576, 2.700, -2.373], [-3.215, 1.983, -2.519], [2.302, 1.061, -1.587], [2.083, -0.340, -1.392], [2.822, -0.992, -0.337], [0.469, -0.658, -1.207], [-0.015, -1.595, -2.127], [-1.130, -2.053, -2.054], [1.018, -1.893, -3.155], [0.883, -2.684, -4.280], [1.980, -2.807, -5.122], [3.178, -2.152, -4.842], [3.315, -1.357, -3.710], [2.214, -1.252, -2.886], [-0.056, -3.181, -4.485], [1.906, -3.417, -6.013], [4.017, -2.262, -5.515], [4.241, -0.844, -3.492]]}

E_tot for every record listed, in sequence, given in eV: -148207.732, -92530.081, -78737.575.